Entry 1:
{
  "formula": "C43H53F3N7O5P3Si2TeV",
  "method": "the ωB97M-V functional and the def2-TZVPD basis",
  "e_lumo_ev": [0.75, 0.72],
  "gap_ev": [5.2, 5.2],
  "energy_ha": -5544.73243,
  "total_charge": -1,
  "multiplicity": 3,
  "homo_ev": [-4.44, -4.44],
  "species": ["Te", "V", "P", "P", "P", "Si", "Si", "F", "F", "F", "O", "O", "O", "O", "O", "N", "N", "N", "N", "N", "N", "N", "C", "C", "C", "C", "C", "C", "C", "C", "C", "C", "C", "C", "C", "C", "C", "C", "C", "C", "C", "C", "C", "C", "C", "C", "C", "C", "C", "C", "C", "C", "C", "C", "C", "C", "C", "C", "C", "C", "C", "C", "C", "C", "C", "H", "H", "H", "H", "H", "H", "H", "H", "H", "H", "H", "H", "H", "H", "H", "H", "H", "H", "H", "H", "H", "H", "H", "H", "H", "H", "H", "H", "H", "H", "H", "H", "H", "H", "H", "H", "H", "H", "H", "H", "H", "H", "H", "H", "H", "H", "H", "H", "H", "H", "H", "H", "H"],
  "xyz": [[-4.686, -2.215, -3.205], [-1.011, 0.919, -0.290], [-4.067, -2.105, -0.883], [0.313, 1.264, 1.725], [2.213, 1.509, -0.823], [3.849, -0.758, -2.168], [-1.980, -0.614, 2.735], [2.699, -5.860, -0.959], [1.228, -5.857, -2.636], [0.798, -6.737, -0.688], [0.790, -4.448, 0.470], [0.785, -3.330, -1.521], [-5.371, -2.421, -0.020], [-3.115, -3.390, -0.726], [-3.253, -1.012, -0.234], [-4.437, 3.487, -2.331], [2.661, 0.057, -1.249], [-1.619, -0.744, -4.068], [-2.341, 2.356, -0.939], [-1.329, -0.119, -1.977], [-2.433, 0.334, -3.924], [-1.287, 0.609, 1.561], [0.724, 3.350, -4.258], [4.947, 4.112, 0.803], [0.784, 3.960, 2.071], [-1.008, -1.062, -2.917], [2.097, -2.327, 2.567], [3.238, 2.779, -3.080], [3.162, -1.563, -3.812], [0.263, 2.816, 2.688], [-6.814, -2.410, -0.191], [-1.561, -2.359, 2.010], [-1.403, -0.763, 4.521], [-0.610, 2.936, 3.846], [-0.115, 5.290, 3.903], [-3.864, 2.414, -2.844], [1.938, 0.171, 3.779], [1.450, -1.279, 1.862], [2.557, -0.879, 4.425], [0.701, 1.491, 0.021], [2.016, 2.378, -2.412], [-3.794, -0.211, 2.896], [0.683, 5.210, 2.738], [1.364, -5.666, -1.282], [-2.138, 0.734, -2.688], [0.918, -4.303, -0.774], [1.888, 3.643, -4.962], [-3.670, -4.764, -0.625], [5.083, 2.080, 2.038], [2.689, -2.146, 3.807], [4.482, -2.187, -1.055], [3.132, 3.326, -4.420], [-7.495, -1.720, 1.007], [-0.766, 4.190, 4.446], [3.565, 2.282, 0.054], [5.317, 0.226, -2.856], [4.091, 1.575, 1.134], [-2.599, -5.816, -0.559], [-2.836, 3.564, -0.609], [1.319, -0.029, 2.468], [0.817, 2.756, -2.995], [4.082, 3.556, -0.109], [-3.923, 4.130, -1.283], [5.455, 3.362, 1.885], [-2.757, 1.929, -2.176], [5.304, 5.155, 0.652], [-6.924, -0.831, 1.287], [1.974, -3.329, 2.192], [1.050, -1.474, 0.886], [-7.117, -1.883, -1.084], [-4.317, -4.807, 0.323], [-3.195, -6.742, -0.440], [-1.089, -2.363, 1.030], [6.137, 3.843, 2.558], [4.009, -2.047, -4.352], [2.773, -0.775, -4.527], [-1.741, -1.286, -4.952], [-1.994, -5.922, -1.473], [-0.362, -1.900, -2.677], [4.969, -2.930, -1.657], [5.563, 1.378, 2.757], [-7.110, -3.445, -0.310], [-0.234, 3.637, -4.652], [1.224, 6.074, 2.412], [-4.475, 4.991, -0.878], [-4.432, -1.113, 2.970], [2.383, -2.356, -3.767], [-4.297, 2.002, -3.704], [-1.921, -5.647, 0.329], [3.689, 0.540, 1.329], [5.191, -1.896, -0.280], [1.972, 1.149, 4.240], [-2.464, -2.982, 1.911], [5.624, 1.121, -2.246], [-3.950, 0.325, 3.861], [3.869, 4.205, -0.925], [-1.634, 0.154, 5.057], [-1.125, 2.078, 4.222], [-0.090, 6.264, 4.456], [3.252, -2.982, 4.212], [5.266, 0.492, -3.883], [-7.549, -2.357, 1.868], [1.264, 3.852, 1.102], [-4.047, 0.438, 2.047], [-8.532, -1.486, 0.771], [-2.307, 4.101, 0.214], [-4.293, -4.949, -1.502], [4.236, 2.585, -2.665], [-1.465, 4.307, 5.268], [-0.129, 2.747, -2.378], [6.109, -0.545, -2.822], [2.858, -0.709, 5.461], [4.047, 3.695, -4.877], [3.632, -2.822, -0.542], [1.809, 4.255, -5.898], [-0.869, -2.901, 2.746], [-2.041, -1.588, 4.785], [-0.322, -1.025, 4.637]],
  "forces_ev_per_a": [[-0.310, 0.374, 0.230], [-2.102, -1.438, -0.404], [0.928, 0.202, -0.370], [-0.714, -1.338, -1.066], [0.059, -2.854, -1.768], [-1.466, -0.992, 0.060], [0.615, -1.282, -1.860], [-0.479, 0.575, -0.788], [0.239, 0.094, 0.847], [-0.702, 0.386, -0.380], [-0.063, 1.103, -0.530], [-0.029, -0.044, -0.327], [-0.867, -0.043, 0.905], [-0.678, -1.719, 0.691], [-0.915, 0.162, -0.635], [-1.145, 1.077, -0.177], [0.137, 0.688, 0.104], [-0.656, -0.397, -0.238], [-1.003, 1.514, -2.758], [0.271, -0.511, -3.364], [1.734, 0.315, 0.862], [1.877, 0.798, 2.251], [0.820, -0.206, 0.416], [0.938, 0.468, 0.523], [0.021, 0.426, 1.127], [-0.284, 1.088, 1.257], [-0.577, 0.422, -0.126], [-1.720, -0.443, -2.027], [-0.049, 0.261, -0.546], [-1.644, 0.249, 0.679], [0.595, 0.412, 0.330], [0.163, -0.114, 1.463], [1.484, 0.900, -0.945], [1.722, 0.989, -1.348], [1.441, 1.308, -0.091], [0.618, 2.018, 1.946], [-0.745, -0.505, -1.805], [0.272, 0.083, 1.204], [0.270, -0.372, 0.158], [1.497, 1.281, 1.812], [1.970, 1.987, -0.296], [-0.229, 0.199, 0.623], [-0.992, -1.582, 0.754], [1.468, -1.614, -0.993], [-0.606, -1.596, -1.420], [-0.535, -0.219, 2.112], [-0.136, 0.533, -0.643], [-0.493, 1.373, 0.756], [-1.154, -2.520, -0.842], [-0.486, 0.890, -0.402], [-1.699, -0.760, 0.589], [0.277, 0.104, 2.529], [0.594, -0.330, -0.468], [-0.284, -0.826, -0.731], [0.431, 0.391, 1.544], [0.774, -0.170, 1.657], [0.015, -1.655, 1.130], [0.474, -0.106, 0.897], [0.601, 0.415, 1.206], [1.518, 0.255, 2.253], [-1.506, 0.345, 0.540], [0.297, 1.035, 0.203], [0.287, -1.147, 0.165], [0.158, 1.951, -0.683], [-0.181, -1.372, 1.384], [-0.320, -0.908, 0.127], [-0.238, 0.054, -0.150], [0.391, -0.143, -0.608], [-0.215, -0.168, -0.365], [0.396, 0.150, -0.498], [0.851, 0.116, -1.336], [0.620, 0.121, 0.118], [0.017, 0.060, 0.019], [0.377, 0.079, 0.259], [-0.275, 0.327, 0.315], [0.385, -0.588, 0.791], [0.388, 0.422, 1.526], [-0.235, 0.281, 0.309], [0.071, -0.234, -0.213], [0.548, -0.424, -0.528], [-0.682, 0.774, -0.404], [-0.173, -0.218, 0.086], [-0.250, 0.076, -0.043], [0.044, 0.301, -0.351], [0.551, -0.263, -0.395], [0.320, 0.449, -0.452], [0.388, 0.569, 0.490], [-0.230, -0.793, -1.039], [-0.638, -0.334, -1.011], [0.605, 1.099, -0.356], [-0.019, 0.205, 0.115], [-0.405, 0.052, 0.036], [0.158, 0.250, 0.047], [-0.093, -0.978, -0.483], [0.068, -0.035, -0.631], [-0.707, 0.129, -0.714], [-0.099, -0.166, 0.493], [-0.127, -0.386, 0.142], [-0.392, -0.961, -0.612], [-0.312, 0.238, 0.408], [-0.439, 0.438, -0.941], [0.241, -0.451, 0.536], [0.167, 0.101, 0.222], [-0.359, -0.350, 0.236], [0.011, 0.270, -0.237], [-0.787, -0.697, -0.409], [-0.203, 0.209, -0.002], [-0.716, 0.086, -0.159], [0.250, -0.010, 0.068], [1.145, -0.440, -0.700], [0.118, 0.444, 0.168], [0.385, -0.122, -0.346], [-0.145, -0.275, -0.165], [1.300, 1.613, -0.943], [0.203, -0.914, 0.815], [-0.803, 0.691, -1.029], [-0.262, -0.368, 0.629], [-0.988, 0.104, -0.012]],
  "mulliken_charge": [-0.557, -1.740, -0.570, 2.070, 2.419, 0.342, 0.966, -0.309, -0.282, -0.255, -0.742, -0.854, -0.164, 0.420, -0.338, -0.609, 0.589, 0.121, 0.550, 1.291, -0.743, 0.434, -0.481, -0.736, -0.354, -0.922, -1.291, -0.494, -1.146, -0.029, -0.358, -0.651, -1.440, -0.594, -0.423, -0.472, -0.750, 0.269, -0.903, 0.367, -0.266, -1.194, -0.913, 0.697, 0.175, 0.505, -0.611, -0.300, -0.929, -0.642, -1.027, -1.178, -1.091, -0.758, 0.082, -1.222, -0.252, -1.243, -0.243, 0.896, 0.223, -0.485, -0.702, -0.542, 0.172, 0.362, 0.217, 0.488, 0.547, 0.346, 0.147, 0.402, -0.184, 0.418, 0.349, 0.282, 0.319, 0.251, 0.797, 0.386, 0.378, 0.281, 0.509, 0.477, 0.417, 0.325, 0.259, 0.625, 0.240, 0.250, 0.356, 0.438, 0.555, 0.230, 0.334, 0.418, 0.462, 0.342, 0.279, 0.377, 0.349, 0.315, 0.200, 0.151, 0.378, 0.433, 0.378, 0.414, 0.421, -0.199, 0.488, 0.392, 0.398, 0.035, 0.287, 0.386, 0.508, 0.208]
}


Entry 2:
{
  "formula": "C3H6N4O",
  "method": "the ωB97M-V functional and the def2-TZVPD basis",
  "e_lumo_ev": 0.49,
  "smiles": "[H]/N=c1/[nH]c(N)c(N)o1",
  "e_above_lowest_kj_mol": 410.1,
  "gap_ev": 7.6,
  "energy_ha": -412.05276,
  "homo_ev": -7.13,
  "species": ["O", "N", "N", "N", "N", "C", "C", "C", "H", "H", "H", "H", "H", "H"],
  "xyz": [[1.052, 1.105, -0.482], [-1.748, -1.194, -0.074], [0.706, -1.039, -0.126], [2.933, -0.335, 0.260], [-1.023, 1.861, -0.015], [1.678, -0.017, -0.268], [-0.334, 0.782, -0.083], [-0.600, -0.560, -0.040], [-2.501, -1.522, -0.792], [-2.132, -1.582, 0.869], [0.939, -2.046, -0.492], [-0.732, 2.565, 0.817], [-1.919, 1.480, 0.231], [3.681, 0.501, 0.195]],
  "forces_ev_per_a": [[-2.129, 0.157, 1.058], [-6.358, -4.020, 2.592], [2.362, -4.534, -1.951], [-1.920, 3.445, -2.762], [-2.676, 5.581, 2.742], [4.338, -4.340, 3.948], [3.479, -2.602, -1.522], [3.820, 4.539, -1.509], [2.887, 1.503, 0.955], [1.216, 0.878, -2.161], [-0.529, 2.867, 1.158], [-0.696, -2.113, -2.469], [-1.213, 0.713, 0.060], [-2.584, -2.076, -0.140]],
  "mulliken_charge": [-0.367, -0.458, -0.080, -0.660, -0.523, 0.369, 0.009, 0.109, 0.242, 0.246, 0.288, 0.299, 0.310, 0.214]
}


Entry 3:
{
  "formula": "C3H8N4",
  "method": "the ωB97M-V functional and the def2-TZVPD basis",
  "e_lumo_ev": 0.74,
  "smiles": "C=NN(C)/N=N/C",
  "e_above_lowest_kj_mol": 439.9,
  "gap_ev": 9.1,
  "energy_ha": -337.98626,
  "homo_ev": -8.39,
  "species": ["N", "N", "N", "N", "C", "C", "C", "H", "H", "H", "H", "H", "H", "H", "H"],
  "xyz": [[-2.023, -0.035, -0.078], [-0.782, 0.436, 0.177], [1.422, 0.181, 0.183], [0.328, -0.430, 0.169], [-0.605, 1.848, 0.245], [-2.312, -1.279, -0.090], [2.565, -0.691, -0.203], [0.363, 2.124, 0.418], [2.127, -1.411, -0.899], [3.403, -0.074, -0.679], [2.975, -1.198, 0.668], [-1.010, 2.089, -0.660], [-3.371, -1.583, -0.319], [-1.725, -2.176, 0.048], [-1.356, 2.198, 1.021]],
  "forces_ev_per_a": [[0.173, -0.582, 0.299], [2.182, -2.923, 1.102], [-0.567, -0.325, -0.232], [-0.184, 1.345, -0.939], [-3.853, -0.777, 2.211], [-1.562, -0.425, -0.532], [-0.125, 0.581, -0.117], [2.209, 0.649, 0.361], [0.632, -0.156, -0.048], [-1.453, -0.736, 0.635], [0.039, -0.050, 0.045], [-0.597, 2.016, -2.590], [0.961, 0.967, 0.198], [0.931, 0.394, 0.254], [1.215, 0.023, -0.648]],
  "mulliken_charge": [-0.697, 0.716, -0.459, -0.070, -0.779, -0.255, -0.631, 0.379, 0.303, 0.224, 0.243, 0.319, 0.224, 0.253, 0.231]
}


Entry 4:
{
  "formula": "C4H5N4",
  "method": "the ωB97M-V functional and the def2-TZVPD basis",
  "e_lumo_ev": 3.49,
  "e_above_lowest_kj_mol": 400.8,
  "gap_ev": 8.2,
  "energy_ha": -374.30625,
  "total_charge": -1,
  "homo_ev": -4.68,
  "species": ["N", "N", "N", "N", "C", "C", "C", "C", "H", "H", "H", "H", "H"],
  "xyz": [[5.572, 0.017, 0.673], [5.549, 0.094, -0.642], [4.316, -0.119, -1.075], [4.358, -0.184, 1.126], [-0.867, 0.342, -0.284], [0.641, 0.542, 0.102], [3.596, -0.350, 0.042], [1.387, -0.497, 0.028], [1.001, 1.295, 0.753], [-1.485, 0.778, 0.616], [-1.145, -0.739, -0.303], [1.274, -1.462, -0.454], [-0.907, 0.843, -1.213]],
  "forces_ev_per_a": [[0.622, 0.650, -0.262], [0.188, -0.319, 0.080], [-1.478, -0.474, -0.162], [-1.497, -0.980, 0.764], [0.642, 0.230, 3.642], [-2.569, -1.003, 0.845], [-2.177, 1.051, 0.033], [6.715, -1.867, -1.392], [-0.001, 1.472, -0.100], [0.758, -0.365, -2.167], [0.444, 0.882, -0.425], [-0.468, 0.205, 0.119], [-1.179, 0.518, -0.974]],
  "mulliken_charge": [-0.388, -0.352, -0.361, -0.338, -0.879, 0.086, 0.383, -0.571, 0.366, 0.229, 0.301, 0.256, 0.268]
}